Computed, not measured: a cluster of 7 separate species, C42H94N4O7 in total at a distorted geometry, with wB97M-V/def2-TZVPD.

Structure (XYZ):
```
147
Properties=species:S:1:pos:R:3:forces:R:3
C 2.0788 2.7049 -4.7956 -0.46 -0.08 -0.12
C 3.4712 2.5066 -5.3931 -0.83 0.69 0.92
O 3.3706 2.7726 -6.7499 -0.05 -0.20 -1.54
H 1.4192 1.9237 -5.1731 0.21 -0.56 0.22
H 1.5064 3.5593 -5.1568 0.68 0.65 0.14
H 2.0813 2.6738 -3.7060 -0.07 -0.03 0.00
H 3.7119 1.4735 -5.1424 0.58 -0.19 -0.32
H 4.2346 3.1856 -5.0132 -0.08 -0.11 0.73
H 4.1773 3.1825 -7.0707 -0.01 -0.17 -0.03
C 5.3331 -1.3080 -0.3927 -0.39 -0.37 -0.44
C 3.8277 -1.3675 -0.6614 0.31 -0.04 0.15
O 3.1812 -0.3202 0.1170 0.69 -0.76 -0.67
H 5.5875 -1.5515 0.6389 -0.20 0.83 0.21
H 5.6592 -0.3481 -0.7930 0.37 0.13 0.70
H 5.9278 -2.0572 -0.9155 -0.45 -0.17 -0.55
H 3.4042 -2.3533 -0.4692 -0.05 -0.07 0.63
H 3.6276 -1.2454 -1.7259 0.10 0.47 -0.20
H 2.2374 -0.4816 0.0473 -0.57 0.15 -0.03
C 0.5242 -3.1381 -6.0477 1.59 0.44 0.36
C 1.5720 -4.1154 -5.4206 -0.71 -0.47 0.29
O 2.7025 -4.3066 -6.2532 -0.44 0.30 -1.05
H -0.4468 -3.1549 -5.5527 0.15 -0.23 0.16
H 0.3758 -3.2604 -7.1206 0.09 -0.61 0.08
H 0.9391 -2.1330 -5.9713 -0.15 0.24 0.11
H 1.0247 -5.0330 -5.2047 0.08 -0.64 -0.49
H 1.9361 -3.8830 -4.4199 -0.27 0.97 0.13
H 3.4966 -4.6289 -5.8206 -0.39 0.00 0.46
C 0.1302 -0.0802 7.3389 0.02 -0.47 1.08
C -0.1853 0.1339 5.8757 1.17 -0.44 -1.47
C 1.0175 -0.2654 4.8896 0.17 -1.36 0.01
C 1.1979 -1.8264 4.7089 -1.73 1.28 0.54
C -0.1476 -2.3774 4.2040 0.48 -0.34 0.39
C -1.3937 -2.0467 5.0420 -0.74 0.48 0.72
N -1.3830 -0.5496 5.2943 2.34 -0.94 -0.56
O -2.5971 -0.0146 5.7411 -0.07 -0.03 -0.13
C -2.6798 -2.3517 4.1796 0.83 0.81 0.35
C -1.3247 -2.9224 6.3526 0.27 0.88 -1.17
C -0.2651 1.6550 5.7012 0.16 0.27 -1.03
H 0.7964 0.6935 7.7205 -0.13 0.29 -0.14
H 0.6264 -0.9907 7.6749 -0.10 -0.36 -0.57
H -0.8003 -0.0331 7.9046 -0.07 0.16 0.10
H 0.8424 0.1607 3.9017 -0.51 0.04 -0.08
H 1.9698 0.1876 5.1655 -0.06 0.05 0.64
H 1.4131 -2.2540 5.6882 0.25 -0.13 -0.04
H 1.9186 -2.1956 3.9792 0.45 0.63 0.19
H -0.0100 -3.4585 4.2245 -0.39 -0.22 -0.25
H -0.2529 -2.0828 3.1599 -0.32 0.15 -0.04
H -2.5537 -3.2282 3.5441 0.01 -0.21 0.33
H -3.6119 -2.3798 4.7441 0.22 -0.30 0.20
H -2.7946 -1.5080 3.4991 0.06 0.08 -0.23
H -0.4012 -2.6350 6.8552 -0.11 -0.30 0.16
H -2.1562 -2.7843 7.0437 -0.08 -0.02 -0.24
H -1.2341 -3.9496 5.9992 -0.19 -0.15 0.41
H 0.7460 2.0622 5.7086 0.23 -0.15 0.43
H -0.8367 2.2559 6.4085 -0.34 -0.44 -0.03
H -0.5442 1.8489 4.6655 -0.64 0.20 -0.04
H -2.7703 0.3743 4.8807 -1.20 0.56 0.39
C 0.3382 -7.2165 -1.9926 -1.24 0.15 -0.06
C -1.1838 -6.8401 -2.0517 -1.33 0.33 2.44
C -1.4095 -5.4193 -1.4152 0.84 -0.59 0.46
C -2.7130 -4.7695 -1.6985 -1.33 0.52 -2.22
C -2.8940 -4.7588 -3.2557 0.65 1.25 1.58
C -2.9488 -6.1397 -3.8418 0.70 0.10 -0.05
N -1.7104 -6.8593 -3.3939 -0.02 3.89 0.12
O -1.4340 -8.0079 -4.0122 -0.03 -2.48 -1.45
C -4.2381 -6.7642 -3.3527 0.81 -1.53 0.67
C -2.9070 -5.9084 -5.3496 0.17 -0.73 -0.37
C -1.9488 -7.9020 -1.1902 0.74 -1.14 -1.20
H 0.6137 -7.4944 -0.9752 -0.04 0.33 0.08
H 0.9300 -6.3601 -2.3157 0.19 -0.21 -0.21
H 0.5099 -8.1223 -2.5741 0.16 0.23 -0.22
H -1.4010 -5.4178 -0.3253 0.76 -0.73 0.20
H -0.5711 -4.8018 -1.7375 -0.05 0.36 -0.14
H -2.7795 -3.7448 -1.3327 0.39 0.13 0.07
H -3.5640 -5.2498 -1.2158 0.08 -0.40 0.00
H -2.0265 -4.2270 -3.6463 0.36 -0.06 -0.11
H -3.7207 -4.1338 -3.5934 -0.42 -0.32 0.14
H -5.0465 -6.0394 -3.2572 -0.20 -0.45 -0.40
H -4.4058 -7.7152 -3.8583 -0.77 0.37 -0.68
H -3.9958 -7.1815 -2.3753 -0.44 0.58 0.28
H -3.0002 -6.8078 -5.9583 -0.14 -0.23 0.23
H -3.7216 -5.2468 -5.6442 0.05 0.09 0.03
H -1.9458 -5.4782 -5.6310 -0.02 0.29 0.06
H -3.0048 -7.8003 -0.9400 0.35 0.87 0.60
H -1.3009 -8.2796 -0.3991 -0.49 0.20 0.42
H -2.0312 -8.7261 -1.8988 0.23 -0.52 0.06
H -0.6622 -7.8133 -4.5489 0.09 -0.21 -0.32
C 0.2635 5.7050 -0.2376 -1.89 0.39 0.58
C 0.6676 6.3420 1.1034 1.64 -1.08 -0.70
C 2.1634 6.7514 0.9110 -0.18 0.55 0.98
C 2.5637 7.8167 1.8892 0.37 1.56 0.41
C 1.6730 9.0183 1.7137 -1.02 1.21 -0.59
C 0.1857 8.7924 2.0522 0.38 1.15 -1.16
N -0.2200 7.4921 1.4036 -0.46 0.14 0.75
O -1.5806 7.1990 1.4412 1.90 0.43 0.41
C 0.0569 8.7387 3.5476 -0.23 -0.93 1.14
C -0.7941 9.9360 1.5756 -0.50 -0.61 0.40
C 0.5480 5.3454 2.3089 -0.12 0.80 0.62
H 0.8232 4.8175 -0.5331 0.20 0.21 0.29
H 0.2347 6.4520 -1.0308 0.49 -0.01 -0.10
H -0.7800 5.4214 -0.1003 -0.06 -0.56 -0.30
H 2.8151 5.8838 1.0138 -0.38 -0.24 -0.08
H 2.3604 7.1846 -0.0696 -0.37 -0.22 -0.22
H 3.5543 8.2241 1.6869 0.27 -0.50 -0.05
H 2.5465 7.6203 2.9613 0.11 -0.86 -0.09
H 1.7041 9.4607 0.7180 0.25 -0.36 -0.39
H 1.9900 9.8538 2.3378 0.03 -0.11 0.25
H 0.7568 8.0334 3.9956 -0.32 -0.41 -0.10
H 0.3687 9.6630 4.0340 -0.40 0.37 -0.52
H -0.9761 8.4939 3.7947 0.14 -0.01 0.44
H -0.9849 10.1019 0.5154 0.39 -0.56 -0.17
H -1.7425 9.6965 2.0566 -0.22 0.01 -0.26
H -0.5846 10.9321 1.9655 0.79 -0.27 0.25
H 0.6598 5.8651 3.2604 -0.11 0.42 -0.01
H 1.3929 4.6592 2.3659 -0.27 -0.26 -0.73
H -0.4282 4.8651 2.3766 0.18 -0.22 -0.39
H -1.8628 7.3573 0.5373 -0.56 -0.08 -0.66
C -1.3979 2.3213 0.0070 -0.02 0.29 -0.21
C -0.3161 1.2739 0.3221 1.96 -1.48 -0.79
C -0.9085 -0.0339 0.9229 0.08 1.27 1.27
C -1.7201 -0.8818 0.0084 0.09 0.34 -1.20
C -0.9126 -1.2982 -1.2782 -1.01 0.43 1.57
C -0.2349 -0.0943 -1.9701 -0.80 0.64 0.60
N 0.4510 0.7606 -0.8796 -2.34 -3.14 0.92
O 1.2450 1.7130 -1.3911 1.23 1.70 -1.47
C 0.7950 -0.6418 -2.9904 0.04 0.41 0.74
C -1.3120 0.7150 -2.7648 1.00 -0.57 0.01
C 0.8643 1.8110 1.2730 -2.03 0.09 0.01
H -1.7247 2.8415 0.9074 0.13 0.06 0.16
H -1.0749 3.0594 -0.7272 0.53 0.14 0.18
H -2.3104 1.9657 -0.4715 0.09 -0.65 0.29
H -0.1726 -0.6685 1.4166 0.60 0.27 -0.22
H -1.5356 0.2967 1.7508 -0.26 -0.01 0.28
H -2.1148 -1.7108 0.5958 0.18 -0.38 -0.32
H -2.6021 -0.3090 -0.2781 -0.16 -0.01 -0.29
H -1.6754 -1.7635 -1.9024 0.39 -0.06 -0.56
H -0.1929 -2.0607 -0.9803 0.21 0.00 -0.13
H 0.2662 -1.0179 -3.8662 0.08 -0.06 0.09
H 1.3718 -1.4535 -2.5471 -0.02 -0.10 0.02
H 1.5101 0.1149 -3.3131 -0.17 0.13 -0.10
H -2.2721 0.8628 -2.2705 0.25 0.04 0.17
H -1.4908 0.1259 -3.6643 -0.23 0.27 -0.15
H -0.8389 1.6579 -3.0389 -0.31 0.17 -0.16
H 0.3798 2.3489 2.0879 -0.12 -0.08 0.33
H 1.4089 0.9813 1.7236 0.11 0.05 -0.32
H 1.5339 2.5481 0.8298 -0.04 -0.36 -0.38
H 2.1026 1.3040 -1.2539 0.74 0.40 -0.09
```
Positions in Å, forces in eV/Å.

Net charge: +1
HOMO level (alpha / beta) in eV: -9.09 / -9.09
Spin multiplicity: 2
Kohn-Sham gap (alpha / beta) in eV: 6.47 / 2.58
Energy above the lowest of the compared OMol25 structures with the same formula, charge and spin in kcal/mol: 0.00
Calculated total energy in eV: -65355.645

Löwdin atomic charge list, values in e, 5 entries: C -0.0925; C -0.3370; O -0.0651; H 0.0679; H 0.0727